# 1
10
Properties=species:S:1:pos:R:3 method="wB97M-V/def2-TZVPD" de_lowest_kcal_mol=29.2 largest_force_ev_per_a=2.123 molar_mass_g_mol=110.519 total_charge=0 gap_ev=10.5324
N -1.57 0.28 0.36
N -1.02 -0.79 -0.29
C 0.24 -0.85 -0.40
C 1.12 0.24 0.14
F 0.87 1.39 -0.52
Cl 2.82 -0.20 0.06
H -2.58 0.12 0.30
H -1.36 1.18 0.01
H 0.63 -1.80 -0.83
H 0.86 0.43 1.16

# 2
36
Properties=species:S:1:pos:R:3 method="wB97M-V/def2-TZVPD" de_lowest_kcal_mol=0.0 largest_force_ev_per_a=0.372 molar_mass_g_mol=493.453 total_charge=+2 gap_ev=8.0708
Pt -0.02 0.03 0.02
N 0.48 -1.99 0.10
C 1.41 -2.35 -1.01
C 0.89 -1.64 -2.25
N 0.78 -0.20 -1.89
H 0.78 -2.39 0.98
H -0.41 -2.44 -0.11
H 1.45 -3.43 -1.17
H 2.41 -2.00 -0.75
H -0.10 -2.01 -2.52
H 1.56 -1.79 -3.09
H 0.40 0.35 -2.65
H 1.74 0.15 -1.76
S -3.05 5.29 4.32
N -2.50 3.83 4.70
C -2.06 3.28 3.58
C -1.49 1.95 3.47
C -1.29 1.07 4.54
C -0.72 -0.15 4.29
C -0.38 -0.50 2.98
N -0.58 0.32 1.95
C -1.10 1.55 2.20
C -1.19 2.43 1.05
N -0.72 1.93 -0.12
C -0.87 2.65 -1.23
C -1.45 3.91 -1.22
C -1.90 4.45 -0.03
C -1.77 3.69 1.14
C -2.21 4.12 2.45
N -2.76 5.28 2.74
H -1.58 1.37 5.54
H -0.53 -0.86 5.08
H 0.06 -1.46 2.77
H -0.50 2.22 -2.15
H -1.55 4.46 -2.15
H -2.34 5.43 0.02

# 3
99
Properties=species:S:1:pos:R:3 method="wB97M-V/def2-TZVPD" s_squared=0.7568 largest_force_ev_per_a=6.119 molar_mass_g_mol=813.745 multiplicity=2 total_charge=+2 gap_ev="7.5760 / 3.9636"
Ca 3.77 2.02 0.22
C -0.20 0.72 0.23
C 1.24 0.96 0.54
O 2.12 0.31 -0.01
O 1.59 1.91 1.28
H -0.83 1.45 0.73
H -0.48 -0.33 0.37
H -0.27 0.92 -0.84
C -0.67 -0.66 -5.67
C 0.56 -1.05 -4.80
C 0.40 -1.05 -3.29
O 0.49 -2.43 -2.96
C 0.85 -3.13 -4.01
O 0.87 -4.38 -3.98
O 0.88 -2.39 -5.07
H -1.53 -1.32 -5.56
H -0.45 -0.76 -6.73
H -0.98 0.36 -5.47
H 1.36 -0.38 -5.11
H -0.52 -0.58 -2.97
H 1.27 -0.72 -2.73
C -2.01 2.72 5.54
C -1.11 3.60 4.75
C -0.60 3.13 3.45
O -1.32 3.91 2.54
C -2.10 4.78 3.09
O -2.75 5.68 2.54
O -1.96 4.67 4.35
H -1.51 1.79 5.79
H -2.84 2.44 4.89
H -2.48 3.17 6.42
H -0.31 4.10 5.30
H -0.82 2.07 3.32
H 0.46 3.35 3.30
C 1.86 -1.06 4.09
C 0.52 -1.07 3.41
C 0.05 -2.42 3.05
O -1.25 -2.43 3.60
C -1.51 -1.36 4.28
O -2.53 -1.10 4.89
O -0.41 -0.64 4.40
H 2.52 -1.46 3.32
H 1.72 -1.76 4.91
H 2.14 -0.05 4.40
H 0.48 -0.45 2.52
H 0.69 -3.20 3.45
H 0.08 -2.46 1.96
C 3.67 -4.85 -1.61
C 4.36 -3.93 -0.59
C 3.34 -2.94 0.06
O 3.39 -3.24 1.43
C 4.29 -4.16 1.69
O 4.57 -4.59 2.79
O 4.90 -4.54 0.54
H 3.21 -4.09 -2.24
H 2.91 -5.47 -1.14
H 4.45 -5.46 -2.09
H 5.05 -3.24 -1.08
H 2.37 -3.13 -0.39
H 3.75 -1.95 -0.12
C 4.90 -0.57 -5.91
C 4.57 -1.29 -4.53
C 5.78 -1.70 -3.70
O 5.64 -0.93 -2.53
C 4.59 -0.15 -2.62
O 4.41 0.78 -1.82
O 3.87 -0.38 -3.70
H 4.10 0.09 -6.24
H 5.02 -1.39 -6.62
H 5.80 0.05 -5.87
H 3.95 -2.19 -4.56
H 6.70 -1.50 -4.23
H 5.69 -2.74 -3.37
C -6.60 -0.16 3.47
C -5.87 0.45 2.28
C -4.78 1.40 2.57
O -3.56 0.77 2.18
C -3.82 -0.43 1.66
O -2.94 -1.16 1.20
O -5.10 -0.64 1.73
H -7.25 -0.97 3.13
H -7.32 0.53 3.90
H -6.00 -0.46 4.33
H -6.52 0.85 1.51
H -4.74 1.84 3.56
H -4.75 2.27 1.91
C -2.36 3.17 -3.19
C -3.53 3.19 -2.16
C -3.31 2.60 -0.82
O -3.49 3.57 0.20
C -3.54 4.73 -0.46
O -3.59 5.81 0.00
O -3.66 4.52 -1.80
H -2.72 3.65 -4.09
H -2.10 2.13 -3.37
H -1.47 3.67 -2.81
H -4.45 2.81 -2.61
H -2.32 2.15 -0.77
H -4.01 1.76 -0.77

# 4
58
Properties=species:S:1:pos:R:3 method="wB97M-V/def2-TZVPD" smiles="CC(C)CNC(=O)c1ccccc1NC(=O)CN(c1ccccc1)S(=O)(=O)N(C)C" de_lowest_kcal_mol=39.8 largest_force_ev_per_a=1.025 molar_mass_g_mol=432.546 total_charge=0 gap_ev=9.2641
C -2.98 1.40 2.18
C -2.86 0.29 3.22
C -2.78 0.86 4.64
C -1.67 -0.63 2.91
N -0.41 0.08 2.93
C 0.61 -0.22 2.12
O 0.58 -1.21 1.38
C 1.77 0.70 2.20
C 2.12 1.33 3.39
C 3.16 2.25 3.43
C 3.86 2.55 2.27
C 3.54 1.92 1.08
C 2.52 0.97 1.04
N 2.21 0.28 -0.13
C 2.03 0.87 -1.33
O 2.45 1.95 -1.68
C 1.27 -0.04 -2.31
N 0.17 -0.69 -1.64
C -0.25 -1.97 -2.08
C -0.69 -2.88 -1.12
C -1.12 -4.13 -1.52
C -1.09 -4.49 -2.86
C -0.62 -3.60 -3.80
C -0.20 -2.33 -3.42
S -0.98 0.31 -0.96
O -0.33 1.25 -0.10
O -2.02 -0.51 -0.42
N -1.67 1.19 -2.18
C -1.05 2.42 -2.63
C -2.45 0.46 -3.14
H -3.87 2.00 2.37
H -3.05 0.97 1.19
H -2.11 2.05 2.20
H -3.76 -0.34 3.16
H -1.96 1.57 4.74
H -3.70 1.39 4.88
H -2.64 0.07 5.37
H -1.64 -1.45 3.63
H -1.79 -1.05 1.90
H -0.38 0.95 3.44
H 1.60 1.09 4.30
H 3.43 2.72 4.36
H 4.65 3.28 2.29
H 4.08 2.14 0.17
H 1.63 -0.54 0.05
H 1.97 -0.81 -2.66
H 0.96 0.57 -3.17
H -0.68 -2.59 -0.09
H -1.47 -4.83 -0.78
H -1.43 -5.47 -3.16
H -0.59 -3.88 -4.84
H 0.16 -1.64 -4.16
H -0.52 2.30 -3.58
H -1.82 3.18 -2.75
H -0.35 2.73 -1.86
H -2.82 -0.43 -2.65
H -1.86 0.17 -4.02
H -3.29 1.07 -3.47

# 5
11
Properties=species:S:1:pos:R:3 method="wB97M-V/def2-TZVPD" de_lowest_kcal_mol=9.6 largest_force_ev_per_a=3.425 molar_mass_g_mol=122.136 total_charge=-1 gap_ev="6.5666 / 6.3475"
N -2.25 -0.58 2.89
N -1.67 0.37 3.16
N -2.92 -1.18 1.94
O -2.23 -1.94 1.19
O -4.13 -1.31 2.14
O -0.71 -0.96 -0.55
Si 0.61 -0.08 -0.44
H -1.31 -1.45 0.00
H 0.80 0.47 -1.73
H 0.30 0.86 0.53
H 1.77 -1.12 -0.06

# 6
16
Properties=species:S:1:pos:R:3 method="wB97M-V/def2-TZVPD" smiles="C[C@H]1N[C@H]1CC=O" de_lowest_kcal_mol=49.2 largest_force_ev_per_a=0.516 molar_mass_g_mol=99.133 total_charge=0 gap_ev=10.4144
C -1.23 -0.82 0.85
C -1.22 0.15 -0.32
N -0.59 1.46 -0.12
C 0.02 0.52 -1.05
C 1.38 -0.04 -0.69
C 1.65 -0.22 0.79
O 2.24 -1.17 1.25
H -1.40 -0.29 1.79
H -2.00 -1.58 0.72
H -0.29 -1.37 0.95
H -2.14 0.16 -0.90
H -1.10 2.19 -0.61
H -0.10 0.74 -2.11
H 2.15 0.66 -1.04
H 1.56 -1.00 -1.19
H 1.28 0.59 1.44

# 7
26
Properties=species:S:1:pos:R:3 method="wB97M-V/def2-TZVPD" de_lowest_kcal_mol=38.4 largest_force_ev_per_a=4.294 molar_mass_g_mol=199.279 total_charge=+2 gap_ev=8.3451
C -2.61 0.42 1.43
C -1.16 0.85 1.33
C -3.09 -0.51 0.61
C -0.37 0.37 0.33
C 3.55 -0.97 -0.37
C 1.29 0.58 0.29
C 1.25 1.88 0.25
C -0.97 -0.20 -0.95
N -1.43 0.86 -1.73
N -2.27 -1.11 -0.52
N 3.76 -2.19 0.15
O 1.94 -0.50 0.31
S 1.18 3.47 0.08
H -3.33 0.74 2.20
H -0.80 1.47 2.19
H -4.20 -0.64 0.67
H 4.11 -0.13 0.14
H -0.52 -1.01 -1.47
H -1.85 0.61 -2.54
H -2.06 1.52 -1.40
H -2.15 -2.12 -0.38
H -3.00 -1.05 -1.25
H 3.77 -2.91 -0.48
H 3.86 -2.26 1.13
H 3.52 -0.86 -1.47
H 1.56 3.66 1.43

# 8
10
Properties=species:S:1:pos:R:3 method="wB97M-V/def2-TZVPD" de_lowest_kcal_mol=106.5 largest_force_ev_per_a=2.541 molar_mass_g_mol=117.140 total_charge=0 gap_ev="9.3276 / 7.3271"
C -0.41 1.62 1.09
N -0.48 2.67 1.54
N 0.97 0.52 -1.15
N -1.04 -1.34 -0.14
O -1.92 -1.82 0.54
O -0.73 -1.66 -1.30
Si 0.01 0.07 0.19
H 0.67 0.28 -2.13
H 1.40 1.43 -0.90
H 1.55 -1.77 2.27

# 9
9
Properties=species:S:1:pos:R:3 method="wB97M-V/def2-TZVPD" de_lowest_kcal_mol=56.6 largest_force_ev_per_a=1.490 molar_mass_g_mol=222.113 total_charge=0 gap_ev="5.3403 / 6.8822"
P 1.17 -0.45 -0.26
P -1.82 1.89 -0.54
P -0.90 0.08 -1.37
P -3.53 -1.02 0.70
S 0.62 -0.53 1.62
S -3.48 1.09 0.61
S -2.16 -1.52 -0.83
H 1.17 -1.94 -0.47
H -0.78 1.96 0.38

# 10
100
Properties=species:S:1:pos:R:3 method="wB97M-V/def2-TZVPD" smiles="CCNNS(=O)(=O)F.COP(=O)(OC)OC.COP(=O)(OC)OC.COP(=O)(OC)OC.COP(=O)(OC)OC.COP(=O)(OC)OC" largest_force_ev_per_a=2.150 molar_mass_g_mol=842.530 total_charge=0 gap_ev=10.2125
C -0.46 -4.18 0.83
C 0.63 -4.56 -0.19
N 1.54 -5.55 0.42
N 2.90 -5.22 0.39
S 3.54 -4.70 1.85
O 4.39 -5.70 2.32
O 4.14 -3.43 1.67
F 2.38 -4.60 2.84
H -1.03 -5.07 1.06
H -1.06 -3.35 0.49
H 0.06 -3.90 1.74
H 1.15 -3.67 -0.52
H 0.12 -5.04 -1.02
H 1.38 -6.49 0.08
H 3.15 -4.58 -0.35
C 6.02 3.52 4.18
O 5.20 2.40 3.85
P 5.89 1.07 3.33
O 7.19 0.77 3.91
O 5.88 1.19 1.74
C 6.73 2.17 1.13
O 4.75 0.02 3.58
C 5.09 -1.38 3.42
H 5.46 4.18 4.84
H 6.94 3.21 4.68
H 6.28 4.08 3.27
H 7.64 2.34 1.71
H 6.18 3.10 1.01
H 7.01 1.81 0.14
H 5.36 -1.78 4.40
H 5.92 -1.51 2.73
H 4.23 -1.89 3.05
C -5.44 0.26 0.34
O -6.34 -0.79 -0.06
P -5.74 -2.15 -0.60
O -4.49 -2.57 0.03
O -5.66 -1.99 -2.18
C -4.71 -1.07 -2.73
O -6.96 -3.12 -0.44
C -6.71 -4.52 -0.63
H -5.99 0.92 1.00
H -4.58 -0.15 0.86
H -5.11 0.82 -0.53
H -3.83 -0.98 -2.10
H -5.18 -0.10 -2.86
H -4.41 -1.45 -3.71
H -6.51 -4.99 0.34
H -5.86 -4.70 -1.29
H -7.59 -4.97 -1.07
C 2.43 5.37 3.26
O 1.52 6.44 3.50
P 1.51 7.11 4.94
O 2.81 7.20 5.60
O 0.40 6.34 5.78
C 0.65 4.98 6.15
O 0.79 8.48 4.63
C 0.80 9.47 5.67
H 2.58 5.28 2.19
H 3.39 5.56 3.73
H 2.02 4.43 3.63
H 1.71 4.80 6.30
H 0.26 4.31 5.39
H 0.12 4.79 7.09
H 1.64 10.14 5.51
H 0.88 9.02 6.66
H -0.13 10.03 5.61
C 3.81 6.79 -2.20
O 3.04 5.58 -2.26
P 3.81 4.19 -2.23
O 5.01 4.16 -1.39
O 4.06 3.79 -3.75
C 4.99 4.56 -4.51
O 2.66 3.21 -1.82
C 3.04 1.87 -1.46
H 3.14 7.58 -1.86
H 4.63 6.69 -1.49
H 4.19 7.05 -3.18
H 5.79 4.96 -3.88
H 4.47 5.38 -5.01
H 5.43 3.91 -5.26
H 3.16 1.80 -0.38
H 3.97 1.57 -1.95
H 2.24 1.20 -1.77
C -6.18 -7.84 -7.01
O -6.96 -6.67 -6.73
P -6.90 -6.05 -5.27
O -5.59 -6.14 -4.61
O -8.10 -6.71 -4.46
C -8.01 -8.10 -4.13
O -7.45 -4.60 -5.53
C -7.31 -3.66 -4.45
H -6.05 -7.89 -8.09
H -5.20 -7.78 -6.54
H -6.70 -8.73 -6.68
H -6.98 -8.41 -3.98
H -8.48 -8.69 -4.92
H -8.56 -8.26 -3.20
H -6.40 -3.09 -4.59
H -7.29 -4.16 -3.49
H -8.17 -2.99 -4.48

# 11
18
Properties=species:S:1:pos:R:3 method="wB97M-V/def2-TZVPD" de_lowest_kcal_mol=60.4 largest_force_ev_per_a=3.230 molar_mass_g_mol=114.144 total_charge=0 gap_ev=10.6409
C -2.00 -0.78 0.57
C -0.74 -0.18 0.04
C 0.10 -1.20 -0.68
C 1.63 -0.30 0.70
C 0.42 0.65 0.80
C -0.85 1.10 -0.69
H -2.78 -0.03 0.57
H -2.24 -1.61 0.03
H -1.72 -1.19 1.49
H -0.22 -1.30 -1.69
H -0.10 -2.17 -0.21
H 2.49 0.22 0.74
H 1.76 -1.11 1.53
H 0.12 0.99 1.77
H -1.67 1.75 -0.34
H -0.89 1.02 -1.72
O 1.41 -0.72 -0.67
O 0.33 1.69 -0.15

# 12
28
Properties=species:S:1:pos:R:3 method="wB97M-V/def2-TZVPD" de_lowest_kcal_mol=28.4 s_squared=2.0169 largest_force_ev_per_a=5.051 molar_mass_g_mol=153.249 multiplicity=3 total_charge=+1 gap_ev="5.8424 / 8.4112"
C -3.41 -0.12 0.81
C -2.25 -0.71 0.53
C 1.94 -0.05 1.05
C 1.46 -1.52 0.74
C 0.74 2.10 0.55
C -0.11 0.92 -1.33
C 0.68 0.66 0.95
C -0.04 -0.09 -0.19
C 0.33 -2.17 -1.49
N 0.58 -1.29 -0.38
N -0.08 2.26 -0.61
H -4.42 -0.51 1.06
H -3.25 0.97 0.84
H -1.98 -1.71 0.60
H 2.42 0.05 2.03
H 2.75 0.35 0.39
H 2.19 -2.31 0.52
H 0.81 -1.73 1.71
H 0.48 2.75 1.36
H 1.77 2.32 0.25
H 0.85 0.86 -1.92
H -0.98 0.73 -1.98
H 0.10 0.46 1.89
H -0.41 -2.94 -1.33
H -0.18 -1.52 -2.28
H 1.28 -2.74 -1.59
H -1.15 2.51 -0.34
H 0.27 3.01 -1.24